Entry 1:
{"formula": "C4H11N3O", "method": "ωB97M-V/def2-TZVPD", "species": ["C", "C", "N", "O", "H", "H", "H", "H", "H", "H", "H", "C", "C", "N", "N", "H", "H", "H", "H"], "positions_angstrom": [[-0.523465, -1.349328, -1.466386], [-1.002148, 0.773478, 1.292742], [-0.826092, 0.957666, -0.135151], [-1.182321, 2.311487, -0.459036], [-1.901847, 2.238802, -1.106087], [-2.040857, 0.977104, 1.547665], [-1.529594, -1.240879, -1.053007], [-0.298983, -2.411898, -1.446571], [-0.461864, -0.975424, -2.488782], [-0.339770, 1.433796, 1.877503], [-0.762786, -0.254561, 1.537884], [0.547898, 0.694685, -0.587180], [1.943667, -1.147549, 1.191184], [0.705923, -0.725566, -0.721413], [1.260423, -1.518831, 0.186342], [0.634852, 1.152765, -1.575545], [2.130842, -0.114942, 1.500762], [1.296599, 1.126245, 0.089536], [2.349523, -1.927052, 1.815540]], "forces_ev_per_a": [[2.4, -0.4, 0.5], [0.2, 0.5, -0.1], [-0.2, 0.4, -0.2], [0.2, 0.0, 0.1], [0.3, -0.2, 0.3], [0.0, 0.0, 0.0], [0.5, 0.6, 0.3], [0.1, -0.1, -0.3], [-0.2, 0.0, 0.1], [-0.1, 0.0, 0.0], [0.0, -0.2, 0.0], [-0.6, 0.5, 0.3], [0.0, 0.5, 0.0], [-2.5, -0.2, -1.4], [-0.1, -0.9, 0.5], [0.1, 0.0, 0.1], [0.0, -0.1, -0.2], [0.0, -0.1, -0.2], [0.1, -0.1, 0.0]], "largest_force_ev_per_a": 2.9, "spin_multiplicity": 1, "e_above_lowest_ev": 4.782, "smiles": "C=NN(C)CN(C)O", "homo_energy_ev": -8.493, "lumo_ev": 0.87}

Entry 2:
{"formula": "C16H14Cl3GeIrN2O2Se", "method": "ωB97M-V/def2-TZVPD", "species": ["Ir", "Cl", "Ge", "Cl", "Cl", "C", "C", "C", "C", "C", "C", "N", "C", "C", "C", "C", "C", "C", "C", "O", "O", "C", "C", "H", "H", "H", "H", "H", "H", "H", "H", "H", "H", "H", "H", "H", "H", "Se", "N", "C"], "positions_angstrom": [[2.085511, 1.621684, 0.687284], [5.911353, 1.569844, -0.419102], [4.202832, 2.871764, 0.109551], [5.195439, 4.285255, 1.491880], [4.099853, 4.142915, -1.720094], [0.552652, -1.345791, -4.087304], [0.169527, -1.665766, -2.661233], [0.386519, -2.943353, -2.166216], [0.110514, -3.223863, -0.835738], [-0.388669, -2.248272, 0.007646], [-0.643609, -0.961896, -0.474770], [-1.087493, 0.088763, 0.350360], [-1.599265, -0.037648, 1.656729], [-2.478693, -1.080257, 1.982469], [-3.007243, -1.201305, 3.255758], [-2.689340, -0.272554, 4.239138], [-1.877387, 0.796338, 3.903206], [-1.328394, 0.942479, 2.628758], [-0.569047, 2.240089, 2.385263], [-0.750457, 3.158284, 3.158894], [0.232014, 2.314884, 1.346036], [-0.366665, -0.680767, -1.824286], [-0.550321, 0.710043, -2.350916], [0.992114, -2.220914, -4.566019], [1.287865, -0.536965, -4.130732], [-0.311948, -1.040440, -4.683514], [0.804032, -3.707134, -2.814443], [0.322623, -4.210021, -0.436856], [-0.523911, -2.464508, 1.057087], [-0.566140, 0.949373, 0.249065], [-2.764611, -1.782965, 1.211092], [-3.683304, -2.020474, 3.475402], [-3.097890, -0.362531, 5.239816], [-1.663126, 1.576944, 4.620318], [-1.409594, 1.194530, -1.889432], [-0.709306, 0.701006, -3.425869], [0.669955, 2.441373, -2.631819], [2.799628, -0.481290, 1.423889], [0.650688, 1.573113, -2.098621], [1.593296, 1.310030, -1.262675]], "forces_ev_per_a": [[0.3, -0.2, 0.3], [0.0, 0.1, 0.0], [-0.2, -0.2, 0.0], [0.0, 0.0, 0.0], [0.0, 0.0, 0.0], [0.0, 0.0, 0.0], [0.0, 0.1, -0.1], [0.0, 0.0, 0.0], [0.0, 0.0, 0.0], [0.0, 0.0, 0.0], [0.0, 0.1, 0.2], [-0.2, -0.2, 0.2], [0.1, 0.0, -0.3], [0.1, 0.0, 0.0], [0.1, 0.0, -0.1], [0.0, 0.0, 0.0], [-0.1, 0.0, 0.0], [-0.1, 0.0, -0.1], [0.4, -0.1, 0.2], [0.1, 0.1, -0.1], [-0.4, 0.0, 0.0], [0.1, 0.1, 0.1], [0.0, 0.1, 0.0], [0.0, 0.0, 0.0], [0.0, 0.0, 0.0], [0.0, 0.0, 0.0], [0.0, 0.1, 0.1], [0.0, 0.1, 0.0], [0.0, 0.0, 0.0], [0.1, 0.1, 0.0], [0.0, 0.0, 0.0], [0.0, 0.0, 0.0], [0.0, 0.0, -0.1], [0.0, 0.0, 0.0], [-0.1, 0.0, 0.1], [0.0, 0.0, -0.1], [0.0, 0.1, -0.1], [-0.1, 0.4, -0.3], [0.2, -0.3, -0.1], [-0.3, 0.1, 0.3]], "largest_force_ev_per_a": 0.5, "spin_multiplicity": 6, "s2": 8.782, "total_charge": -1, "homo_energy_ev": [-3.907, -5.565], "lumo_ev": [2.55, 1.19]}

Entry 3:
{"formula": "C3H6N2O2", "method": "ωB97M-V/def2-TZVPD", "species": ["C", "N", "C", "C", "N", "O", "O", "H", "H", "H", "H", "H", "H"], "positions_angstrom": [[-0.552425, -0.768012, 1.747754], [0.668115, -0.940849, 1.131379], [0.977465, 0.097062, 0.193520], [0.264752, 0.250831, -1.233338], [0.753449, 1.597290, -1.614399], [-0.257430, -0.686462, -1.875211], [-1.753021, 0.033487, 1.588879], [-0.655247, 0.468009, 1.907817], [-0.695037, -1.476458, 2.561551], [2.009916, 0.126097, 0.020506], [0.860272, 1.129679, 0.726927], [0.802477, 1.616256, -2.639415], [-0.328464, 1.285846, -1.153217]], "forces_ev_per_a": [[2.3, -4.8, -1.3], [-5.2, 1.6, 1.8], [-2.0, 2.4, 0.5], [3.9, -5.3, 0.0], [-2.1, -2.5, 0.8], [1.1, 3.0, 1.3], [5.8, 0.6, 0.2], [-3.3, 1.9, -0.2], [-0.1, 0.0, -0.1], [1.5, -0.4, -0.7], [0.0, -1.4, -1.0], [-1.2, 0.1, 0.0], [-0.7, 4.8, -1.3]], "largest_force_ev_per_a": 6.6, "spin_multiplicity": 1, "e_above_lowest_ev": 8.765, "homo_energy_ev": -9.996, "lumo_ev": -0.58}

Entry 4:
{"formula": "C27H19F3LiN2O6P", "method": "ωB97M-V/def2-TZVPD", "species": ["Li", "O", "C", "O", "C", "C", "C", "C", "C", "N", "C", "O", "O", "H", "H", "H", "N", "C", "C", "C", "C", "C", "C", "P", "C", "C", "C", "C", "C", "C", "C", "C", "C", "C", "C", "C", "H", "H", "H", "H", "H", "H", "H", "H", "H", "H", "H", "H", "H", "H", "H", "H", "F", "C", "F", "F", "C", "O", "O"], "positions_angstrom": [[-1.071486, 2.347262, 1.008209], [1.831898, 4.190361, -0.675115], [1.052766, 3.465921, -0.042363], [-0.147882, 3.183774, -0.312052], [1.588910, 2.805921, 1.239938], [2.868927, 3.073016, 1.700036], [3.296711, 2.450534, 2.859634], [2.445983, 1.563876, 3.496658], [1.184445, 1.316814, 2.960945], [0.765579, 1.948442, 1.851645], [0.321082, 0.212619, 3.620463], [0.535260, 0.009403, 4.826458], [-0.473790, -0.409741, 2.873867], [3.489971, 3.760797, 1.143771], [4.277645, 2.662025, 3.271725], [2.729052, 1.042298, 4.400121], [-2.362879, 0.459559, -0.636000], [-2.399399, -0.884852, -0.359335], [-3.629901, -1.513965, -0.128652], [-3.711784, -2.883610, 0.028583], [-2.569353, -3.661654, -0.071040], [-1.342293, -3.050507, -0.290275], [-1.222727, -1.673009, -0.427494], [0.378888, -0.773024, -0.546499], [1.532595, -2.215231, -0.597214], [1.815603, -2.863218, 0.611240], [2.671926, -3.951252, 0.655143], [3.283700, -4.410760, -0.503404], [3.029890, -3.765436, -1.704227], [2.163636, -2.681253, -1.751026], [0.373094, -0.370878, -2.361192], [1.429218, 0.432717, -2.800661], [1.438447, 0.978215, -4.071478], [0.372014, 0.748343, -4.931205], [-0.689224, -0.035680, -4.507009], [-0.689563, -0.590379, -3.234426], [-3.102800, 1.044804, -0.276315], [-1.466755, 0.912352, -0.502670], [-4.524251, -0.906128, -0.047368], [-4.668820, -3.348488, 0.237246], [-2.623138, -4.738519, 0.037936], [-0.462867, -3.675362, -0.359075], [1.321512, -2.519541, 1.512130], [2.857982, -4.449013, 1.599490], [3.943847, -5.270107, -0.471043], [3.503116, -4.118971, -2.613809], [1.954331, -2.210128, -2.702172], [2.254408, 0.629897, -2.122987], [2.258092, 1.610813, -4.388383], [0.365191, 1.185037, -5.923046], [-1.534942, -0.202949, -5.165067], [-1.523557, -1.202892, -2.915828], [-1.754396, 4.015250, 3.066934], [-3.105003, 3.944797, 3.036148], [-3.469161, 3.076429, 4.005067], [-3.547792, 5.156924, 3.438159], [-3.643285, 3.496168, 1.615837], [-4.672664, 4.041638, 1.240523], [-2.925980, 2.610523, 1.100547]], "forces_ev_per_a": [[-0.1, -0.1, 0.5], [0.0, -0.1, 0.1], [0.1, 0.1, 0.0], [0.0, 0.1, -0.3], [0.0, -0.1, -0.1], [0.1, 0.1, 0.0], [-0.1, 0.0, 0.1], [0.1, 0.0, 0.0], [0.0, -0.1, -0.2], [0.1, -0.1, 0.5], [-0.8, -0.5, -0.5], [0.4, 0.2, 0.4], [0.4, 0.5, -0.2], [-0.1, 0.0, 0.0], [0.0, 0.0, 0.0], [-0.1, 0.0, 0.0], [0.3, 0.1, 0.1], [0.1, -0.2, -0.2], [-0.1, 0.0, 0.1], [0.1, 0.1, 0.0], [0.1, -0.2, 0.0], [-0.1, 0.0, -0.1], [-0.2, 0.2, 0.2], [-0.1, -0.6, -0.7], [0.2, -0.1, 0.1], [-0.1, 0.2, -0.1], [0.0, -0.1, 0.1], [0.0, 0.0, 0.0], [0.1, -0.1, 0.0], [-0.2, 0.0, 0.0], [-0.1, 0.6, 0.2], [0.1, -0.1, 0.1], [0.0, 0.0, -0.1], [0.0, 0.0, 0.0], [0.0, 0.0, -0.1], [0.1, -0.2, 0.1], [-0.1, 0.0, 0.2], [0.0, 0.0, -0.3], [0.1, 0.1, 0.0], [0.0, 0.0, 0.0], [0.0, 0.0, 0.0], [0.1, 0.0, 0.0], [0.0, 0.1, 0.1], [0.0, 0.0, 0.0], [0.0, 0.0, 0.0], [0.0, 0.0, 0.0], [0.0, 0.0, 0.0], [-0.1, 0.1, 0.0], [0.0, 0.0, 0.0], [0.0, 0.0, 0.0], [0.0, 0.0, 0.0], [0.0, 0.1, 0.0], [-0.1, -0.1, -0.1], [0.1, 0.1, 0.0], [0.0, 0.0, -0.2], [0.0, -0.1, -0.2], [0.0, 0.4, 0.6], [0.0, -0.2, 0.0], [-0.1, -0.1, -0.1]], "largest_force_ev_per_a": 1.0, "spin_multiplicity": 1, "e_above_lowest_ev": 0.065, "total_charge": -2, "homo_energy_ev": -2.780, "lumo_ev": 4.37}

Entry 5:
{"formula": "C11H15N", "method": "ωB97M-V/def2-TZVPD", "species": ["C", "C", "H", "H", "H", "H", "H", "H", "C", "C", "C", "C", "C", "C", "C", "C", "C", "N", "H", "H", "H", "H", "H", "H", "H", "H", "H"], "positions_angstrom": [[-0.160101, -3.294156, -1.686958], [0.365534, -4.613196, -2.252203], [0.332936, -3.070833, -0.746394], [0.056604, -2.461639, -2.362822], [-1.243423, -3.214526, -1.578285], [0.423210, -5.296852, -1.438761], [1.399664, -4.533670, -2.595555], [-0.216330, -5.036880, -3.069963], [-2.354189, 0.871964, -1.277845], [-1.999130, 1.673673, 1.108163], [-1.526120, 1.160469, -0.068740], [0.229868, 1.426863, 1.365528], [-0.123369, 0.898449, 0.108292], [1.507559, 1.344518, 1.908306], [0.829000, 0.068092, -0.549881], [2.526456, 0.787367, 1.047686], [2.174182, 0.147120, -0.116025], [-0.931962, 1.935764, 1.983362], [-2.986280, 2.045343, 1.355069], [-0.966575, 1.705883, 2.962459], [-2.298112, -0.120630, -1.699106], [-2.234147, 1.654902, -2.037321], [1.699069, 1.429291, 2.976655], [0.678719, -0.422916, -1.504877], [3.570086, 0.859222, 1.342301], [2.986070, -0.156131, -0.777960], [-3.399822, 1.061374, -0.987960]], "forces_ev_per_a": [[0.1, 0.5, -0.9], [0.1, 0.5, -0.1], [-0.1, 0.2, 0.1], [0.2, -0.1, 0.1], [0.0, -0.5, 0.3], [-0.2, -1.0, 0.5], [-0.1, 0.3, -0.1], [-0.1, 0.0, 0.1], [-1.1, 1.4, 0.5], [-0.7, 0.2, 0.4], [0.7, -0.7, 0.0], [-0.3, -0.1, 0.3], [-0.5, 0.1, 0.1], [0.4, -0.6, 0.1], [0.9, 0.1, -0.8], [-0.2, 0.1, 0.4], [0.0, 0.6, -0.1], [1.1, -0.3, -0.5], [0.1, 0.0, -0.1], [-0.4, 0.2, 0.1], [0.3, -0.3, -0.1], [0.5, -0.4, -0.3], [-0.1, 0.4, -0.1], [-0.4, 0.2, 0.0], [0.0, -0.1, 0.0], [-0.2, -0.4, 0.1], [0.0, -0.4, 0.0]], "largest_force_ev_per_a": 1.8, "spin_multiplicity": 2, "e_above_lowest_ev": 0.538, "s2": 0.769, "total_charge": -1, "homo_energy_ev": [0.526, -2.875], "lumo_ev": [3.48, 3.45]}

Entry 6:
{"formula": "C37H33BF4O3PtS2", "method": "ωB97M-V/def2-TZVPD", "species": ["Pt", "C", "C", "C", "C", "C", "C", "C", "S", "O", "C", "C", "C", "C", "C", "C", "C", "C", "C", "C", "C", "C", "C", "C", "C", "C", "C", "C", "C", "C", "S", "O", "C", "C", "C", "C", "C", "C", "C", "H", "H", "H", "H", "H", "H", "H", "H", "H", "H", "H", "H", "H", "H", "H", "H", "H", "H", "H", "H", "H", "H", "H", "H", "H", "H", "C", "C", "C", "O", "H", "H", "H", "H", "H", "H", "H", "F", "B", "F", "F", "F"], "positions_angstrom": [[0.191367, -0.202141, -0.040657], [8.327212, -1.479144, 0.677978], [6.900225, -1.055026, 0.468602], [5.854103, -1.950576, 0.668212], [4.534238, -1.565833, 0.482925], [4.275206, -0.263631, 0.096215], [5.291869, 0.652624, -0.114537], [6.601246, 0.250319, 0.078544], [2.583719, 0.319645, -0.175063], [2.721613, 1.476953, -1.076028], [2.333802, 0.880426, 1.530035], [2.084840, -0.179443, 2.435183], [1.865745, 0.090060, 3.750817], [1.872580, 1.423205, 4.223026], [1.647923, 1.717170, 5.586783], [1.645414, 3.007644, 6.032784], [1.852808, 4.065056, 5.127527], [2.064495, 3.813720, 3.800484], [2.093629, 2.486472, 3.309820], [2.332198, 2.190162, 1.929092], [2.488358, 3.318388, 0.970535], [3.650677, 4.137765, 1.003346], [4.774345, 3.806024, 1.799376], [5.902090, 4.575286, 1.763120], [5.960148, 5.717585, 0.938861], [4.887508, 6.069553, 0.171146], [3.710107, 5.284609, 0.170346], [2.613654, 5.589969, -0.667927], [1.538495, 4.752969, -0.744373], [1.494207, 3.608963, 0.065297], [0.087265, 2.458095, -0.034947], [-0.919548, 3.024440, 0.868031], [-0.506902, 2.726251, -1.706934], [0.334495, 2.631871, -2.809809], [-0.202558, 2.788843, -4.075321], [-1.565607, 3.016291, -4.259368], [-2.132928, 3.145204, -5.645548], [-2.386464, 3.090067, -3.138599], [-1.865036, 2.937634, -1.863918], [8.423359, -2.563168, 0.652272], [8.684905, -1.131477, 1.649437], [8.975977, -1.053795, -0.087376], [6.067850, -2.969640, 0.965470], [3.731332, -2.279508, 0.624613], [5.048449, 1.655879, -0.439731], [7.401684, 0.962695, -0.081695], [2.100996, -1.204419, 2.077950], [1.680971, -0.717183, 4.448382], [1.477847, 0.895926, 6.272224], [1.471666, 3.224124, 7.078590], [1.843696, 5.084592, 5.490052], [2.205987, 4.636623, 3.114274], [4.735058, 2.915355, 2.413403], [6.764600, 4.302833, 2.357283], [6.866024, 6.308916, 0.907885], [4.926260, 6.944902, -0.465803], [2.647823, 6.484294, -1.277306], [0.718716, 4.964490, -1.417603], [1.388909, 2.441463, -2.681649], [0.448562, 2.727295, -4.939012], [-1.437157, 3.663819, -6.304525], [-3.076419, 3.689029, -5.637103], [-2.317356, 2.156309, -6.070235], [-3.447781, 3.264408, -3.264617], [-2.493886, 2.981103, -0.983734], [-2.975867, -1.380766, 1.400985], [-2.302455, -0.004558, 1.460145], [-3.336207, 1.081105, 1.756565], [-1.672231, 0.301491, 0.242665], [-3.471543, -1.589392, 2.350257], [-2.237007, -2.154986, 1.204901], [-3.712195, -1.384634, 0.595736], [-1.564955, -0.028029, 2.281516], [-4.074864, 1.099949, 0.953010], [-2.843945, 2.048366, 1.806477], [-3.832486, 0.874464, 2.704157], [1.949525, -3.077916, 1.207286], [0.890494, -3.060493, 0.297307], [1.285189, -2.245072, -0.823272], [-0.173463, -2.264127, 0.841575], [0.483097, -4.298029, -0.095310]], "forces_ev_per_a": [[-0.5, 2.5, 0.7], [0.0, 0.0, 0.0], [0.0, 0.0, 0.0], [0.0, 0.1, 0.0], [-0.1, -0.1, 0.0], [-0.4, -0.5, -0.3], [-0.1, 0.2, -0.1], [-0.1, 0.0, 0.0], [0.3, 0.5, 0.9], [0.1, 0.0, -0.5], [0.2, 0.1, 0.2], [0.2, -0.1, 0.1], [0.0, -0.1, -0.2], [0.0, 0.2, -0.1], [0.0, 0.0, 0.1], [0.0, -0.1, 0.0], [0.0, 0.0, -0.1], [0.0, 0.1, 0.0], [0.0, -0.1, 0.1], [0.0, -0.2, -0.2], [-0.2, 0.1, -0.1], [-0.1, 0.1, -0.2], [0.1, 0.0, 0.0], [0.0, -0.1, 0.0], [0.0, 0.1, -0.1], [0.1, 0.0, 0.0], [0.0, -0.2, 0.1], [-0.1, -0.1, 0.0], [-0.2, 0.1, -0.1], [0.3, -0.7, 0.3], [-0.5, -0.1, -0.6], [0.1, -0.2, 0.2], [0.2, -0.1, -0.1], [0.0, 0.0, 0.0], [0.0, 0.0, 0.1], [-0.1, 0.0, 0.0], [0.0, 0.0, 0.0], [0.1, 0.0, -0.1], [0.0, 0.1, 0.4], [0.0, 0.0, 0.0], [0.0, 0.0, 0.0], [0.0, 0.0, 0.0], [0.0, 0.0, 0.0], [0.1, 0.1, 0.0], [0.0, 0.0, 0.0], [0.0, 0.0, 0.0], [-0.1, 0.1, 0.1], [0.0, 0.0, 0.0], [0.0, 0.0, 0.0], [0.0, 0.0, 0.0], [0.0, 0.0, 0.0], [0.0, 0.0, 0.0], [0.0, 0.0, 0.0], [0.0, 0.0, 0.0], [0.0, 0.0, 0.0], [0.0, 0.0, 0.0], [0.0, 0.0, 0.0], [0.0, 0.0, 0.0], [0.1, 0.0, 0.0], [0.0, 0.0, 0.0], [0.0, 0.0, 0.0], [0.0, 0.0, 0.0], [0.0, 0.0, 0.0], [0.0, 0.0, 0.0], [0.0, 0.0, 0.0], [0.2, 0.2, -0.1], [-0.3, -0.7, 0.5], [0.4, 0.0, -0.2], [0.3, -0.3, -0.7], [-0.1, -0.1, 0.0], [-0.2, 0.0, 0.1], [-0.1, 0.0, 0.0], [0.0, 0.2, -0.1], [-0.1, 0.0, 0.0], [-0.1, 0.1, 0.0], [-0.1, 0.0, 0.0], [-0.2, -0.3, 0.1], [0.6, 0.0, -0.8], [0.2, -0.9, -0.3], [-0.1, 0.1, 0.2], [-0.1, 0.2, 0.2]], "largest_force_ev_per_a": 2.6, "spin_multiplicity": 1, "e_above_lowest_ev": 0.700, "homo_energy_ev": [-8.628, -8.628], "lumo_ev": [-1.48, -1.48]}